1.
DFT (the ωB97M-V functional and the def2-TZVPD basis) results for a molecular structure, C26H47BeBrCl3FLiNO12SV at a distorted geometry.

```
95
Properties=species:S:1:pos:R:3:forces:R:3:mulliken_charge:R:1
C 6.1319 3.2956 2.0038 -0.347 -0.201 0.220 -1.083
C 5.5526 1.8726 2.3399 -0.398 1.768 0.878 -0.204
O 4.9655 1.2151 1.2131 0.650 -0.532 0.247 -0.315
C 5.7034 0.0677 0.7979 -0.114 -0.484 -0.593 -0.707
C 5.1990 -1.2741 1.4240 1.076 0.222 0.188 0.207
O 3.7749 -1.2874 1.6130 -0.698 -0.593 -0.389 -0.357
C 3.2438 -2.6421 1.4235 -1.599 0.575 -0.806 -0.687
C 1.6775 -2.5076 1.5422 0.168 -0.457 -0.678 0.347
C 0.8394 -2.8853 0.5273 0.255 0.703 1.283 -0.441
C -0.6825 -2.6520 0.7537 2.142 1.823 0.891 -1.088
O -1.5141 -3.3974 0.3549 -1.108 -0.717 -0.911 -0.564
C -1.0177 -1.3359 1.5218 -0.024 0.781 0.227 1.247
C -2.2261 -0.4906 1.0761 -0.832 -0.861 -0.567 -0.617
C -1.8683 0.8290 0.3087 0.917 0.108 -0.248 0.140
O -2.7819 1.1758 -0.7088 -0.145 -0.758 0.678 -0.462
C -4.1153 1.3230 -0.2290 -1.643 1.222 0.017 0.529
C -4.3276 2.4673 0.8258 0.755 -0.446 0.690 -1.091
C -0.2013 -0.9694 2.5411 0.660 -0.231 -0.429 -0.851
C -0.2920 0.3032 3.4202 0.442 -0.190 0.709 1.126
C 0.3168 1.5868 2.6842 0.678 -1.081 0.416 -1.820
C -1.6930 0.5768 4.0813 0.407 0.121 -0.056 -0.852
C -2.4018 -0.6908 4.6695 -0.756 0.894 -0.002 -1.284
C 1.0020 -1.9373 2.8248 -1.147 0.923 -2.445 0.319
O 1.3444 -2.1794 3.9248 0.920 -0.401 1.576 -0.495
H 6.7297 3.6420 2.8855 -0.266 -0.362 -0.843 0.349
H 6.7502 3.2587 1.0802 -0.283 0.107 0.712 0.302
H 5.3283 4.0657 1.8838 0.552 -0.805 -0.145 0.256
H 4.7195 2.0503 3.0715 0.778 -0.403 -0.379 0.226
H 6.3600 1.2993 2.8467 -0.668 -0.065 -0.511 0.318
H 5.6468 -0.0028 -0.3182 -0.103 0.197 0.883 0.318
H 6.7764 0.1799 1.0737 -0.605 -0.108 -0.284 0.399
H 5.4337 -2.0950 0.6973 0.158 0.591 0.683 0.542
H 5.7518 -1.4611 2.4128 -1.207 0.567 -1.827 -0.281
H 3.4260 -2.9353 0.3551 0.069 0.014 0.954 0.438
H 3.6725 -3.3646 2.1409 -0.335 0.498 -0.474 0.395
H 1.2142 -3.3347 -0.4159 -0.408 0.183 0.616 0.542
H -2.9612 -0.2850 1.8939 0.848 -0.266 -0.451 0.408
H -2.7992 -1.1251 0.3464 0.458 0.538 0.535 0.635
H -0.8804 0.6713 -0.2082 -0.824 0.167 0.210 0.033
H -1.7348 1.7176 0.9671 -0.133 -0.771 -0.021 -0.091
H -4.5769 0.3927 0.1793 0.671 0.266 -0.387 0.224
H -4.7308 1.6006 -1.1214 0.727 -0.372 0.560 -0.352
H -3.4016 3.0880 0.9504 -0.830 -0.371 -0.365 0.181
H -4.5305 2.0548 1.8513 0.110 0.247 -0.845 0.213
H -5.1521 3.1603 0.5896 0.548 -0.574 -0.051 0.584
H 0.4126 0.1276 4.2761 -0.657 -0.150 -0.681 0.756
H 1.3663 1.7343 3.0519 -0.727 0.072 -0.153 0.192
H 0.3956 1.4214 1.5771 -0.617 0.603 0.684 0.455
H -0.2523 2.4997 2.9522 0.341 -0.514 -0.569 0.420
H -1.4982 1.2644 4.9447 -0.170 -0.383 -0.835 0.547
H -2.3128 1.1530 3.3535 0.208 -0.565 0.573 0.206
H -2.1024 -0.8201 5.7347 -0.034 -0.276 -0.917 0.364
H -2.2813 -1.6161 4.0684 0.173 0.565 0.473 0.249
H -3.5013 -0.4739 4.6906 0.859 -0.246 0.042 0.374
O -5.2940 5.1203 1.2463 -0.053 0.365 0.240 -0.619
C -5.2081 6.3195 1.0399 -0.052 0.011 -0.246 0.674
N -5.2079 6.8139 -0.2230 0.044 -0.128 -0.079 -0.361
C -5.0976 7.3343 2.1477 0.017 0.205 -0.095 -0.942
H -5.1397 7.7914 -0.4371 -0.021 -0.009 0.090 0.187
H -5.2819 6.1550 -0.9817 -0.053 0.059 -0.017 0.200
H -4.2035 7.1243 2.7340 -0.099 -0.052 0.057 0.240
H -5.9772 7.2599 2.7862 0.089 -0.072 0.044 0.256
H -5.0311 8.3519 1.7626 0.000 -0.015 0.059 0.332
O 1.7373 -2.6325 -2.6643 -0.848 1.900 0.093 -0.654
V 0.7402 -1.2460 -2.8635 -1.940 -0.760 -0.510 1.200
O -0.2445 0.1401 -3.0589 1.839 -1.794 0.593 -0.775
C 6.3449 -3.1917 -4.6878 0.103 -0.071 -0.038 -1.004
S 5.1178 -3.4635 -3.3963 -0.080 0.129 -0.128 0.651
O 5.6948 -4.4447 -2.4304 -0.082 0.014 -0.056 -0.650
C 3.9490 -4.3532 -4.4323 -0.068 0.468 -0.283 -1.249
H 7.1971 -2.6752 -4.2483 -0.063 -0.017 0.058 0.328
H 6.6717 -4.1482 -5.0971 -0.047 -0.019 0.058 0.305
H 5.9133 -2.5727 -5.4751 -0.038 0.001 0.048 0.360
H 4.4249 -5.2297 -4.8562 0.133 0.212 -0.144 0.451
H 3.5941 -3.6965 -5.2285 0.042 0.111 0.088 0.399
H 3.1083 -4.6572 -3.8156 0.019 0.187 0.029 0.362
F 4.5647 -2.5736 3.6981 3.988 -1.094 1.311 -0.411
C -6.3791 1.8078 -4.1839 0.234 -1.998 0.349 0.196
C -6.3876 3.2987 -4.6146 -0.163 2.334 -0.505 0.760
O -5.8747 3.5160 -5.7173 0.166 -0.841 -0.018 -0.482
O -6.9056 4.0593 -3.7913 -0.016 -0.646 0.487 -0.510
H -5.9118 1.1804 -4.9397 0.047 0.284 -0.112 0.272
H -5.8233 1.6999 -3.2523 0.031 0.374 -0.022 -0.425
H -7.4016 1.4621 -4.0312 0.141 0.424 -0.165 0.137
C 3.2735 -8.5089 -4.1142 0.158 -0.033 0.042 -0.004
Cl 2.3839 -8.0869 -5.5841 -0.025 0.002 0.050 -0.133
Cl 4.4661 -9.7666 -4.4499 -0.101 0.052 0.034 -0.118
Cl 4.0512 -7.0782 -3.4287 -0.029 -0.960 0.412 -0.049
H 2.5670 -8.8948 -3.3880 0.040 0.018 -0.081 0.300
Li 1.9307 0.0835 1.3377 0.781 -0.257 0.132 0.896
Be -1.6682 -2.7847 -2.5357 0.855 0.635 -0.035 0.479
Br 6.5480 -3.0171 3.8973 -3.514 0.391 0.130 0.243
O -9.3975 1.6994 -4.0600 -0.384 -0.100 0.171 -0.640
H -9.4136 1.7851 -3.1002 0.011 0.114 -0.024 0.307
H -10.3280 1.6878 -4.3079 0.042 0.003 -0.103 0.292
```
Forces are in eV/Å.

Results
Strongest force on any atom in eV/Å: 4.338
Total energy in eV: -201217.9531
Charge: +1
HOMO-LUMO gap in eV: 1.727



2.
DFT (the ωB97M-V functional and the def2-TZVPD basis) results for 13 unconnected molecules or ions with the total composition C3H31N3O14 at a distorted geometry.

```
51
Properties=species:S:1:pos:R:3:forces:R:3:mulliken_charge:R:1
O -1.4850 -2.8641 1.2157 0.202 -1.100 -1.592 -0.681
C -1.1132 -2.0189 0.3988 -0.219 1.279 5.430 0.414
N -0.9912 -0.7586 0.9436 1.693 -0.056 -1.641 0.497
C -0.7704 0.3812 0.0573 -0.071 2.382 0.300 -0.535
N 0.4444 0.6487 -0.4819 -0.898 -2.100 -0.895 0.528
O -1.6746 1.2065 -0.0127 -0.099 -0.923 0.269 -0.642
C -0.7756 -2.3508 -1.0026 -0.649 -0.806 -2.673 0.115
N -0.8308 -3.7995 -1.1349 1.418 0.824 2.618 -0.159
H -0.6864 -0.6054 2.0079 -0.788 -0.077 -1.609 0.313
H 1.0384 -0.1823 -0.6748 0.174 1.045 0.729 0.035
H 0.4638 1.3020 -1.2849 -0.053 0.211 0.800 0.169
H 0.1531 -1.9409 -1.4475 -0.661 -0.196 0.477 0.357
H -1.6949 -2.0472 -1.5427 0.474 0.471 -0.259 -0.066
H 0.0841 -4.2511 -0.9677 0.159 -0.285 -0.832 0.357
H -1.5015 -4.2117 -0.4702 -0.542 -0.123 -0.423 0.346
H -1.0965 3.0073 1.2445 0.618 0.866 0.093 0.310
H -1.6786 2.5343 2.4357 0.445 0.947 0.593 0.461
O -1.0563 3.2619 2.1884 -0.630 -1.433 -0.791 -0.703
H 4.0488 1.7991 -0.7346 -0.271 0.171 0.016 0.292
H 3.3208 1.0791 -1.9088 0.310 0.479 0.579 0.371
O 4.1426 1.1101 -1.3930 0.254 -0.764 -0.273 -0.653
H -2.5807 0.3873 2.2238 -0.120 -0.083 -0.167 0.354
H -3.4109 1.6487 2.0666 -0.121 0.094 0.074 0.354
O -2.7570 1.2358 2.6415 -0.594 -0.309 0.242 -0.803
H -2.7749 2.3801 -1.2311 -0.296 0.877 -0.377 0.372
H -2.1986 1.5796 -2.2440 -0.191 0.803 -0.706 0.442
O -2.7067 2.4182 -2.2022 0.390 -0.823 1.002 -0.706
H -0.5404 2.1108 -4.0003 0.200 -0.222 0.114 0.322
H -0.5331 0.5817 -4.1118 0.002 0.277 -0.097 0.249
O 0.0389 1.3361 -3.9136 -0.576 -0.333 -0.402 -0.629
H 1.6458 1.7520 -3.1082 -0.213 0.675 -0.226 0.334
H 2.1167 3.0649 -2.3209 0.099 0.016 -0.342 0.235
O 1.7031 2.2022 -2.2534 0.325 -0.127 0.439 -0.693
H 1.9397 -1.3629 0.8456 0.235 0.011 -0.370 0.261
H 3.1936 -1.1415 0.1004 -0.023 0.279 -0.537 0.337
O 2.2419 -1.2083 -0.0690 0.209 -0.866 0.455 -0.561
H 0.8984 2.2344 2.5744 0.099 0.205 -0.176 0.376
H 1.4915 1.3568 1.4801 -0.079 0.039 -0.412 0.284
O 1.7416 1.9452 2.1931 0.190 -0.182 0.397 -0.666
H 2.3076 -0.5169 2.8882 0.533 0.101 0.124 0.292
H 3.5668 -1.4511 3.0357 -0.019 0.228 0.193 0.272
O 2.7689 -1.2904 2.5258 -0.562 -0.109 0.110 -0.593
H -2.7128 -0.6521 -2.7372 0.102 -0.125 -0.184 0.277
H -3.4073 0.5234 -3.3149 0.307 0.364 -0.283 0.330
O -2.5310 0.1020 -3.3084 -0.539 -0.913 0.103 -0.622
H -1.0958 0.9493 3.5323 0.112 -0.621 0.869 0.340
H -0.2484 -0.3928 4.1137 -0.714 0.888 0.339 0.277
O -0.4130 0.2637 3.4210 0.735 -0.811 -1.027 -0.606
H 2.1212 -3.7791 1.3627 -0.200 0.398 0.249 0.308
H 0.5275 -3.5392 1.3630 0.319 0.165 0.817 0.362
O 1.2665 -4.0376 1.0113 -0.473 -0.711 -1.136 -0.621
```
Forces are in eV/Å.

Results
Strongest force on any atom in eV/Å: 5.583
Total energy in eV: -36740.8948
Charge: +1
2S+1: 2
HOMO-LUMO gap (spin up / spin down) in eV: 9.925 / 4.423



3.
DFT (the ωB97M-V functional and the def2-TZVPD basis) results for 3 unconnected molecules or ions with the total composition H10N3 at a distorted geometry.

```
13
Properties=species:S:1:pos:R:3:forces:R:3:mulliken_charge:R:1
N -0.1960 0.3230 0.3198 -0.290 1.371 -0.077 -0.549
H -0.9684 0.2280 -0.3507 0.605 -0.417 -0.226 0.370
H 0.2240 -0.5747 0.5720 -0.288 -0.538 0.203 0.343
H 0.5038 1.0087 -0.1024 -1.233 -0.473 0.477 0.441
H -0.7023 0.7861 1.1035 1.018 -0.406 -0.164 0.377
N 0.3367 -3.0206 0.9579 -0.422 0.963 -0.902 -0.749
H 0.0201 -3.3910 1.8234 0.178 -0.165 1.104 0.243
H 1.3155 -3.1498 0.8320 1.020 -0.050 0.592 0.256
H -0.0176 -3.6792 0.2999 -0.728 -0.349 -0.859 0.254
N -0.1336 2.6842 -1.2311 0.803 -0.879 1.336 -0.769
H -0.7037 3.4310 -0.9170 -1.545 0.303 -0.057 0.249
H -0.3693 2.2396 -2.0784 -1.355 -0.219 -1.099 0.274
H 0.6479 3.1951 -1.5086 2.236 0.859 -0.328 0.258
```
Forces are in eV/Å.

Results
Strongest force on any atom in eV/Å: 2.418
Total energy in eV: -4626.5373
Charge: +1
Relative energy (zero: lowest compared OMol25 entry of this formula, charge and spin) in kJ/mol: 74.9
HOMO-LUMO gap in eV: 11.022